(1)
# C22H59BIN5O7P

A structure of composition C22H59BIN5O7P (the ωB97M-V functional and the def2-TZVPD basis, the OMol25 dataset).

The geometry in XYZ format:
```
96
Properties=species:S:1:pos:R:3:mulliken_charge:R:1
C 1.60143 2.44758 2.92505 -1.11
C -0.00828 2.42886 2.60456 0.64
C -0.66702 3.89655 2.29038 -0.42
C -1.93664 4.17555 3.30615 -0.66
N -3.29485 4.13314 2.64275 -0.50
B -3.61810 2.78352 2.03165 0.23
I -5.82317 2.81426 1.66082 -0.33
P -3.30704 1.27366 3.16545 0.06
N -4.82032 0.31586 3.39864 -0.61
O -2.28279 0.18220 2.21800 -0.37
H 1.72085 2.67832 4.07823 0.28
H 2.16745 3.19779 2.22727 0.29
H 1.97813 1.32459 2.77905 0.26
H -0.53032 1.96130 3.57062 0.04
H -0.22766 1.75505 1.64635 -0.39
H -0.94587 4.04153 1.13913 0.19
H 0.18067 4.70397 2.52094 0.34
H -1.88272 3.51647 4.30007 0.28
H -1.79327 5.29696 3.69084 0.32
H -4.05171 4.49791 3.26133 0.23
H -3.10696 2.70070 0.97572 -0.33
H -4.68702 -0.61782 2.90583 0.22
H -4.94375 0.06207 4.41870 0.23
H -2.67152 0.07947 1.29202 0.21
C 0.97314 -0.00282 -5.04057 -0.55
O -0.09525 -0.92734 -4.88974 -0.34
C 0.33109 -2.26114 -4.57465 -0.79
C 0.05749 -2.60468 -3.10333 -0.19
N 0.92548 -1.85613 -2.19476 -0.22
C 0.49580 -1.86128 -0.79263 -0.95
C -0.92326 -1.34546 -0.46384 0.16
O -1.09840 0.06260 -0.63656 -0.44
C -1.27994 0.47455 -1.98224 -0.37
H 0.57889 0.88952 -5.53164 0.29
H 1.36801 0.30179 -4.06930 0.10
H 1.77779 -0.41413 -5.65640 0.38
H 1.38345 -2.43219 -4.84417 0.37
H -0.27365 -2.92803 -5.19805 0.41
H 0.20754 -3.67488 -2.94651 0.38
H -0.99990 -2.37820 -2.91493 0.14
H 0.99227 -0.89159 -2.50209 -0.01
H 1.21139 -1.23605 -0.24609 0.40
H 0.60201 -2.87794 -0.39750 0.35
H -1.09004 -1.53005 0.60418 -0.14
H -1.71099 -1.90071 -0.98269 0.34
H -1.86505 -0.24386 -2.56407 0.30
H -0.31042 0.65297 -2.44597 -0.10
H -1.81364 1.42886 -1.98261 0.37
C -1.42031 -5.08696 2.86741 -0.42
O -1.29270 -4.25290 4.01066 -0.39
C -1.95865 -2.98779 3.88378 -0.57
C -3.24390 -2.94377 4.72274 -0.10
N -4.28412 -3.81629 4.17877 -0.32
C -5.39163 -4.09725 5.09806 -0.72
C -5.05783 -4.72406 6.47049 -0.49
O -4.60639 -6.07897 6.41081 -0.44
C -3.24804 -6.23274 6.03036 -0.46
H -0.67813 -5.88414 2.94820 0.25
H -2.40586 -5.55548 2.83203 0.27
H -1.23888 -4.53280 1.94228 0.07
H -2.14879 -2.72542 2.83290 0.19
H -1.26607 -2.23919 4.28254 0.35
H -3.61676 -1.91817 4.76203 0.32
H -2.96923 -3.24518 5.74185 0.17
H -3.87555 -4.70059 3.89534 0.12
H -6.06405 -4.78575 4.57317 0.38
H -5.95526 -3.17156 5.26065 0.38
H -5.99267 -4.75434 7.04296 0.36
H -4.37136 -4.11244 7.06438 0.35
H -2.60909 -5.44077 6.43225 0.27
H -3.17350 -6.27928 4.94448 0.11
H -2.88741 -7.19034 6.41570 0.32
C 7.03882 2.47216 -6.67346 -0.70
O 7.16643 3.30623 -5.53022 -0.32
C 6.50047 4.57133 -5.65709 -0.79
C 5.21522 4.61536 -4.81813 -0.14
N 4.17501 3.74284 -5.36211 -0.34
C 3.06750 3.46188 -4.44282 -0.54
C 3.40130 2.83506 -3.07038 -0.58
O 3.85273 1.48015 -3.13007 -0.39
C 5.21109 1.32638 -3.51051 -0.51
H 7.78100 1.67498 -6.59268 0.23
H 6.05327 2.00365 -6.70885 0.28
H 7.22025 3.02633 -7.59859 0.33
H 6.31033 4.83371 -6.70798 0.39
H 7.19306 5.31994 -5.25834 0.39
H 4.84236 5.64095 -4.77884 0.38
H 5.48990 4.31394 -3.79903 0.13
H 4.58358 2.85853 -5.64553 0.08
H 2.39508 2.77337 -4.96770 0.24
H 2.50387 4.38757 -4.28022 0.37
H 2.46646 2.80479 -2.49791 0.34
H 4.08776 3.44668 -2.47650 0.42
H 5.85003 2.11835 -3.10862 0.29
H 5.28563 1.27985 -4.59640 0.09
H 5.57172 0.36878 -3.12518 0.33
```

**Electronic energy**: -2337.8543 a.u.
**Molar mass**: 674.4 g mol⁻¹
**HOMO energy**: -3.56 eV
**Charge**: -1
**ΔE to the lowest compared entry with this formula, charge and spin**: 74.0 kcal/mol

(2)
# C22H60CaF6N11O13P3S2

A structure of composition C22H60CaF6N11O13P3S2 (the ωB97M-V functional and the def2-TZVPD basis, the OMol25 dataset).

The geometry in XYZ format:
```
118
Properties=species:S:1:pos:R:3:lowdin_spin:R:1
Ca 0.20178 -0.27473 0.10295 0.00
C 3.96693 -1.69601 -2.75564 0.00
F 3.63838 -0.94641 -3.77374 0.00
F 4.78056 -2.69839 -3.14316 0.00
F 4.67737 -0.87489 -1.99575 0.00
S 2.40111 -2.30512 -1.81125 0.00
O 1.78926 -1.08462 -1.18897 0.00
O 1.54474 -2.89225 -2.78856 0.00
O 2.84923 -3.25518 -0.85143 0.00
C -3.92309 0.89645 2.75281 0.00
F -4.68057 1.99057 2.97213 0.00
F -3.66918 0.26815 3.87242 0.00
F -4.60320 -0.01721 2.01376 0.00
S -2.21104 1.55358 1.95748 0.00
O -2.57940 2.55178 0.92729 0.00
O -1.45494 2.12458 3.11598 0.00
O -1.48656 0.42494 1.42079 0.00
O 1.25501 1.82496 -0.14461 0.00
P 1.95303 3.09768 -0.16832 0.00
N 3.51531 2.98460 0.56925 0.00
C 4.23767 4.15924 1.05245 0.00
C 4.20418 1.75432 0.72526 0.00
N 1.17640 4.37121 0.67058 0.00
C 0.12629 5.19522 0.12447 0.00
C 0.96000 4.12443 2.13566 0.00
N 2.13556 3.72937 -1.73639 0.00
C 2.01943 2.80960 -2.89502 0.00
C 3.08155 4.84717 -1.99662 0.00
H 3.84743 4.53475 1.99839 0.00
H 4.06112 4.91268 0.28481 0.00
H 5.31761 4.01308 1.03101 0.00
H 3.46785 0.95090 0.74719 0.00
H 4.62275 1.74415 1.73163 0.00
H 4.95545 1.55476 -0.03884 0.00
H -0.78590 4.60130 0.06729 0.00
H 0.02506 6.14589 0.64799 0.00
H 0.38227 5.52430 -0.88264 0.00
H 1.89131 3.68820 2.49686 0.00
H 0.82219 5.00944 2.75684 0.00
H 0.10072 3.45479 2.17191 0.00
H 1.89251 3.35027 -3.83293 0.00
H 2.87830 2.13950 -2.93251 0.00
H 1.16379 2.14438 -2.77903 0.00
H 4.10233 4.46623 -1.96502 0.00
H 2.98041 5.59319 -1.20838 0.00
H 2.97283 5.22081 -3.01480 0.00
O 0.54406 -2.41204 1.11126 0.00
P 0.19545 -3.40961 2.19950 0.00
N -0.36309 -4.95103 1.60966 0.00
C -1.11482 -5.89167 2.45080 0.00
C 0.49530 -5.57725 0.62553 0.00
N -1.01587 -2.80042 3.25626 0.00
C -0.66233 -1.72769 4.21522 0.00
C -2.43174 -2.65243 2.82367 0.00
N 1.51306 -3.74829 3.23792 0.00
C 2.82636 -3.44654 2.83163 0.00
C 1.39767 -4.46859 4.48745 0.00
H -1.86104 -5.43590 3.10159 0.00
H -0.38646 -6.47845 3.01050 0.00
H -1.72693 -6.54259 1.82653 0.00
H 1.27384 -6.14838 1.13128 0.00
H 0.97204 -4.91717 -0.09912 0.00
H -0.03467 -6.36076 0.08393 0.00
H -0.58152 -0.71093 3.83081 0.00
H -1.43974 -1.72774 4.97926 0.00
H 0.24715 -1.86757 4.79948 0.00
H -2.91377 -3.63005 2.82676 0.00
H -3.02180 -2.06264 3.52515 0.00
H -2.53877 -2.15712 1.85862 0.00
H 3.26540 -4.35661 2.42282 0.00
H 2.78575 -2.60889 2.13537 0.00
H 3.43815 -3.14274 3.68106 0.00
H 0.39437 -4.51056 4.91139 0.00
H 2.05174 -4.05130 5.25307 0.00
H 1.71847 -5.50421 4.37489 0.00
O -1.04726 0.64149 -1.50579 0.00
P -1.97371 0.91968 -2.62833 0.00
N -1.62634 2.38562 -3.39022 0.00
C -1.21705 2.43458 -4.82628 0.00
C -1.79849 3.56208 -2.52286 0.00
N -3.65547 1.08275 -2.13861 0.00
C -4.63888 2.01830 -2.74547 0.00
C -4.19607 0.19419 -1.09750 0.00
N -2.06481 -0.30817 -3.79682 0.00
C -3.26610 -0.58871 -4.57992 0.00
C -0.90294 -0.98339 -4.22299 0.00
H -1.51628 3.30792 -5.40579 0.00
H -1.49657 1.59162 -5.45825 0.00
H -0.13088 2.47037 -4.91019 0.00
H -2.72035 4.06124 -2.82137 0.00
H -0.92784 4.18039 -2.74142 0.00
H -1.81848 3.34159 -1.45557 0.00
H -4.20823 2.66566 -3.50940 0.00
H -5.29581 1.40293 -3.36017 0.00
H -5.13173 2.63041 -1.99014 0.00
H -4.34083 -0.84216 -1.40266 0.00
H -3.60356 0.11764 -0.18582 0.00
H -5.17409 0.56902 -0.79569 0.00
H -3.66816 0.29973 -5.06689 0.00
H -3.01495 -1.34854 -5.31996 0.00
H -3.94968 -1.13037 -3.92615 0.00
H -1.07287 -2.03659 -4.44662 0.00
H -0.07592 -0.97554 -3.51299 0.00
H -0.47605 -0.44709 -5.07048 0.00
C 1.88490 1.12554 4.28287 0.03
N 2.22706 0.18555 3.15703 0.44
O 3.44881 -0.20965 3.17057 0.26
O 1.42649 0.09145 2.16108 0.22
H 0.84335 1.38154 4.47713 0.00
H 2.45042 2.01364 4.00079 0.02
H 2.46251 0.65304 5.07735 0.01
C -1.78823 -4.03820 -1.94208 0.00
N -2.04237 -2.95991 -0.92588 0.00
O -3.12329 -2.99538 -0.32280 0.00
O -1.19930 -2.05688 -0.81473 0.00
H -0.74310 -3.98147 -2.24635 0.00
H -2.46914 -3.87278 -2.77701 0.00
H -1.99883 -4.96566 -1.40955 0.00
```

**Electronic energy**: -5552.1254 a.u.
**⟨S²⟩**: 0.754
**Molar mass**: 997.9 g mol⁻¹
**HOMO energy (alpha / beta)**: -1.84 / -4.80 eV
**Charge**: -1
**2S+1**: 2

(3)
# C22H61AgN15O10

A structure of composition C22H61AgN15O10 (the ωB97M-V functional and the def2-TZVPD basis, the OMol25 dataset).

The geometry in XYZ format:
```
109
Properties=species:S:1:pos:R:3:lowdin_spin:R:1
Ag 2.96044 13.61397 17.20250 0.15
C 0.90511 15.02604 14.18843 0.00
C 0.30005 14.94509 15.64811 0.00
C -1.24247 14.98198 15.54006 0.00
O 0.83427 13.93977 16.38212 0.02
H 0.62402 15.97048 13.72246 0.00
H 0.80247 14.09936 13.62379 0.00
H 1.99447 15.00005 14.16152 0.00
H 0.80477 15.72803 16.21412 0.00
H -1.53888 15.92020 15.07103 0.00
H -1.63929 14.95050 16.55477 0.00
H -1.62765 14.10899 15.01318 0.00
C 6.04232 16.95361 17.27186 0.02
C 4.78268 16.50796 16.51471 0.06
C 5.07617 15.61052 15.32848 0.06
O 4.00239 15.71728 17.29092 0.67
H 5.91434 17.75446 18.00011 0.00
H 6.61759 17.59589 16.60506 0.00
H 6.59707 16.12314 17.70850 0.00
H 4.11743 17.32431 16.23341 0.00
H 4.15847 15.21596 14.89229 0.00
H 5.78539 14.81334 15.55121 0.00
H 5.46517 16.31327 14.59166 0.01
C -3.50806 22.02248 12.87399 0.00
C -2.76478 21.37543 13.98160 0.00
C -3.70000 20.67742 15.00951 0.00
C -4.15390 19.39702 14.46018 0.00
C -3.03458 18.46692 14.07298 0.00
C -1.97842 19.06660 13.17396 0.00
N -1.66068 20.42467 13.61830 0.00
O -0.72521 21.02862 12.78100 0.00
C -0.69547 18.19936 13.20369 0.00
C -2.51470 18.98018 11.73500 0.00
C -2.14302 22.62180 14.82551 0.00
H -2.77407 22.36720 12.14562 0.00
H -4.18567 22.79196 13.24393 0.00
H -4.07295 21.31201 12.27048 0.00
H -3.18444 20.60031 15.96677 0.00
H -4.69235 21.10416 15.15525 0.00
H -4.58660 19.48950 13.46403 0.00
H -4.85047 18.90959 15.14232 0.00
H -3.29442 17.47859 13.69377 0.00
H -2.51996 18.22722 15.00346 0.00
H -0.90570 17.17265 12.90408 0.00
H 0.03712 18.43591 12.43202 0.00
H -0.50714 18.30276 14.27230 0.00
H -2.80894 17.97127 11.44580 0.00
H -3.43418 19.49101 11.44913 0.00
H -1.74534 19.34883 11.05656 0.00
H -2.94703 23.31357 15.07676 0.00
H -1.42528 23.12455 14.17730 0.00
H -1.50975 22.13922 15.56994 0.00
H 0.15362 20.90511 13.14707 0.00
C -0.83211 10.55463 14.71660 0.00
O -0.91676 9.45341 14.34161 0.00
N -1.36459 11.06665 15.85544 0.00
N -0.09596 11.49390 14.20201 0.00
H -1.23837 12.04557 16.06963 0.00
H -1.91054 10.44011 16.42946 0.00
H 0.07988 12.29215 14.79529 0.00
H 0.63351 11.10090 13.62449 0.00
C -4.53082 15.36735 11.51381 0.00
O -4.95891 16.10951 12.30751 0.00
N -3.61154 14.49881 11.78176 0.00
N -4.89377 15.31945 10.29365 0.00
H -3.65460 13.54306 11.45805 0.00
H -3.21497 14.65068 12.69815 0.00
H -5.60802 15.95084 9.96005 0.00
H -4.15344 14.88310 9.76299 0.00
C 1.25846 11.24422 18.63160 0.00
O 2.13697 11.41089 17.79035 0.00
N 1.45927 10.46199 19.69286 0.00
N 0.14693 11.90461 18.77628 0.00
H 0.77051 10.46906 20.43154 0.00
H 2.33697 9.96679 19.76023 0.00
H 0.09502 12.56813 18.01658 0.00
H -0.58452 11.63115 19.41683 0.00
C 3.21533 11.83915 14.22760 0.00
O 3.30836 12.49764 15.26235 0.00
N 3.22305 10.56484 14.20691 0.00
N 3.05154 12.32038 13.06092 0.00
H 3.22106 9.99428 15.04031 0.00
H 3.34685 10.12550 13.30593 0.00
H 2.91637 11.70100 12.27466 0.00
H 2.80904 13.29255 12.93377 0.00
C 0.84686 18.33178 17.87450 0.00
O -0.13475 18.71364 18.35726 0.00
N 1.54642 17.38528 18.54190 0.00
N 1.28588 18.42110 16.61068 0.00
H 1.04630 17.02723 19.34301 0.00
H 2.17363 16.83487 17.97290 0.00
H 2.02315 17.87694 16.18590 0.00
H 0.62182 18.95981 16.07319 0.00
C 1.75987 14.41409 20.24353 0.00
O 2.53210 13.99787 19.39351 0.00
N 0.54975 14.74033 19.98112 0.00
N 1.97514 14.60904 21.54427 0.00
H 0.35880 14.88656 19.00017 0.00
H -0.06091 14.81599 20.78203 0.00
H 2.92747 14.50905 21.86546 0.00
H 1.16327 14.67915 22.14097 0.00
C -3.83818 14.06777 17.83981 0.00
O -3.05654 14.75248 18.44451 0.00
N -5.10487 14.03570 18.07991 0.00
N -3.59070 13.30754 16.88537 0.00
H -5.45162 14.24478 19.00520 0.00
H -5.73573 13.60882 17.41667 0.00
H -2.69928 13.26308 16.41262 0.00
H -4.38453 13.05273 16.31527 0.00
```

**Electronic energy**: -2595.4577 a.u.
**⟨S²⟩**: 0.757
**Molar mass**: 803.7 g mol⁻¹
**HOMO energy (alpha / beta)**: -7.08 / -7.04 eV
**2S+1**: 2